# 1
# C3H8ClNS

An isolated molecule of C3H8ClNS (the ωB97M-V functional and the def2-TZVPD basis, the OMol25 dataset).

CARTESIAN COORDINATES (ANGSTROEM)
C1 0.28 -0.47 -0.44
C2 -0.93 -0.10 -1.37
C3 -0.06 -0.10 0.98
H1 1.07 -2.16 -1.47
H2 -0.24 -2.40 -0.57
H3 1.10 0.19 -0.76
H4 -0.74 -0.40 -2.36
H5 -1.89 -0.46 -1.08
H6 -2.24 1.82 -2.07
H7 -0.33 0.93 1.06
H8 -0.87 -0.71 1.35
N1 0.69 -1.89 -0.51
S1 -1.11 1.75 -1.34
Cl1 1.25 -0.44 2.11

## Properties
- E_tot: -28088.215 eV
- Frontier orbital gap: 10.08 eV
- Total charge: 0
- Molar mass: 125.624 g mol⁻¹
- SMILES string: N[C@@H](CS)CCl
- Energy relative to the best compared isomer or geometry (same formula, charge and spin): 31.1 kJ/mol
- Max |F|: 2.937 eV Å⁻¹

# 2
# C6H5N3S3

An isolated molecule of C6H5N3S3 (the ωB97M-V functional and the def2-TZVPD basis, the OMol25 dataset).

CARTESIAN COORDINATES (ANGSTROEM)
C1 -1.31 1.20 1.16
C2 -1.35 -0.17 1.07
C3 0.47 1.11 -0.70
C4 -0.23 1.91 0.40
C5 -0.35 -0.91 0.52
C6 0.61 -0.30 -0.30
N1 -0.06 -2.17 0.67
N2 1.50 -1.05 -0.75
N3 0.98 -2.50 0.01
S1 0.13 3.40 0.87
S2 -0.86 1.26 -2.11
S3 1.86 -3.83 -0.33
H1 -2.10 1.71 1.57
H2 -2.21 -0.74 1.35
H3 1.29 1.60 -1.14
H4 -1.23 2.55 -1.78
H5 2.86 -3.08 -0.50

## Properties
- E_tot: -43274.467 eV
- Frontier orbital gap: 7.17 eV
- Total charge: 0
- Molar mass: 215.328 g mol⁻¹
- SMILES string: S=C1C=Cc2nn(S)nc2[C@H]1S
- Energy relative to the best compared isomer or geometry (same formula, charge and spin): 116.4 kJ/mol
- Max |F|: 7.004 eV Å⁻¹